Entry 1:
C4H7N | ωB97M-V/def2-TZVPD

Geometry (Å):
N (-1.99744, 0.66676, 0.87197)
C (-0.95046, 0.03032, 0.60527)
C (2.07520, 1.38604, -1.57675)
C (-0.66943, -1.27203, 1.26818)
C (1.76822, 0.34216, -2.06864)
H (-0.58664, -2.05537, 0.51618)
H (2.34305, 2.30197, -1.13896)
H (-2.11634, 1.54765, 0.37606)
H (1.49795, -0.57325, -2.50624)
H (-1.46572, -1.51567, 1.96493)
H (-0.17973, 0.35848, -0.10808)
H (0.28134, -1.21706, 1.79608)

## Properties
- HOMO-LUMO gap: 10.70 eV
- Structure (SMILES): [H]/N=C/C.C#C
- Energy relative to the best compared isomer or geometry (same formula, charge and spin): 257.2 kJ/mol
- Highest occupied orbital energy: -9.6617 eV



Entry 2:
C21H34AsIN2O5PdSi3 | ωB97M-V/def2-TZVPD

Geometry (Å):
I (-3.08796, 0.69981, -1.21003)
Pd (-0.96072, -1.01419, -0.68312)
As (0.34628, 0.70265, 0.09480)
Si (1.77470, -0.69862, 1.33132)
Si (1.58227, 1.50971, -1.83324)
Si (-0.53434, 2.54496, 1.32031)
O (-0.93194, -0.02195, 2.17376)
O (-2.83641, -4.81382, -1.16010)
O (-5.52688, -3.73402, 3.00382)
O (-1.95942, -0.36927, 4.11848)
O (-1.86488, -2.85649, -1.56045)
N (-2.17483, -2.17882, 1.08155)
N (0.33734, -1.07458, -2.37648)
C (0.35416, -2.20917, -4.46987)
C (-4.42513, -3.21479, 2.37161)
C (0.82858, 3.37828, 2.42392)
C (2.14291, -2.12833, 0.09079)
C (-2.55788, -1.72219, 2.27364)
C (0.69640, 0.13541, -4.36473)
C (0.50936, -0.99943, -5.12756)
C (3.22103, 0.63222, -2.45026)
C (-1.74554, -0.60367, 2.92562)
C (-0.98843, 3.82640, -0.06786)
C (-4.03363, -3.69557, 1.13323)
C (0.27341, -2.19839, -3.09057)
C (0.99143, 2.95377, -2.99363)
C (0.62229, 0.09331, -2.97075)
C (3.51183, -0.00750, 1.84392)
C (-2.50199, -3.66590, -0.85230)
C (-3.66691, -2.20968, 2.94728)
C (-2.90730, -3.15205, 0.53400)
C (2.61090, 2.75013, -0.66048)
C (1.24835, -1.67971, 2.90811)
C (-2.10723, 2.54896, 2.43403)
H (3.64642, 1.21606, -3.26073)
H (3.41260, 3.27484, -1.17707)
H (4.13366, 0.18713, 0.97640)
H (-4.57409, -4.46762, 0.61070)
H (-1.94053, 4.31300, 0.12480)
H (3.42649, 0.91645, 2.40706)
H (-3.92031, -1.78377, 3.91040)
H (1.62250, 2.67765, 2.66465)
H (1.64119, 3.01626, -3.85996)
H (0.49861, -0.95249, -6.20997)
H (0.40090, 3.73724, 3.35461)
H (-5.65757, -3.22947, 3.81729)
H (-2.36718, 3.56071, 2.73656)
H (-0.02451, 2.81791, -3.34812)
H (1.19529, -2.60759, -0.17490)
H (2.06671, -2.28962, 3.29134)
H (1.04467, 3.91014, -2.48762)
H (-0.23501, 4.59728, -0.20692)
H (0.89723, 1.08189, -4.84241)
H (0.28019, -3.14213, -5.01046)
H (2.79434, -2.89764, 0.50049)
H (3.06888, -0.37229, -2.83194)
H (0.41773, -2.33954, 2.67105)
H (-2.95474, 2.12524, 1.90499)
H (0.15668, -3.13306, -2.55525)
H (1.27315, 4.22807, 1.91441)
H (1.93349, 3.49496, -0.25153)
H (3.96514, 0.57631, -1.66140)
H (-1.95098, 1.95081, 3.32624)
H (0.91311, -1.02371, 3.70450)
H (3.04631, 2.21979, 0.18561)
H (-1.08344, 3.28911, -1.00925)
H (2.60065, -1.75241, -0.82218)
H (4.03261, -0.72695, 2.46982)

## Properties
- Charge: -2
- HOMO-LUMO gap: 6.19 eV
- Energy relative to the best compared isomer or geometry (same formula, charge and spin): 187.7 kJ/mol
- Highest occupied orbital energy: -1.7245 eV



Entry 3:
C2H21FeO11 | ωB97M-V/def2-TZVPD

Geometry (Å):
Fe (-0.43724, 3.09914, 2.05036)
O (1.24240, 2.86486, 3.11625)
O (-1.42909, -0.18342, 0.46041)
O (4.16092, -0.23496, -1.87671)
O (-3.89939, -1.86253, 0.66604)
O (-1.28667, -2.89656, -1.79027)
O (2.71857, -3.41363, -1.38187)
O (-3.36132, -0.02221, 2.80175)
O (-3.29102, 0.69624, -1.42590)
O (-0.02096, 1.37259, 0.94014)
O (0.66117, -0.00899, 3.23342)
O (2.27870, 3.30587, -1.26470)
C (0.46196, 0.01152, -1.01836)
C (-0.38340, 0.42707, 0.18384)
H (0.34872, 0.38796, 2.42038)
H (-4.39379, -1.11861, 0.32199)
H (-0.05502, 0.02033, -1.97792)
H (-3.11788, -1.90673, 0.11511)
H (2.89184, 2.60615, -1.03961)
H (2.02582, -3.81983, -1.90277)
H (-2.82132, -0.14461, 2.02095)
H (0.54637, -0.94996, 3.10066)
H (-1.61941, -2.17551, -2.32468)
H (-2.50166, 0.45877, -0.93932)
H (2.84810, -2.55434, -1.78322)
H (1.95036, 3.50202, 3.02117)
H (0.55226, -1.03801, -0.73830)
H (1.77809, 2.95809, -2.00272)
H (-0.94860, -2.47398, -1.00074)
H (5.06114, -0.19340, -1.55405)
H (4.19943, 0.16139, -2.74714)
H (-3.00388, 0.75035, -2.33741)
H (1.68845, 2.02518, 3.22662)
H (-4.25495, -0.19401, 2.50487)
H (1.41129, 0.54375, -1.07829)

## Properties
- Charge: +2
- HOMO-LUMO gap (alpha / beta): 5.57 / 2.06 eV
- Expectation value of S²: 8.76
- Multiplicity: 6
- Highest occupied orbital energy (alpha / beta): -15.4435 / -15.4310 eV



Entry 4:
C4H12O | ωB97M-V/def2-TZVPD

Geometry (Å):
O (-0.09055, -1.25511, 1.08406)
C (1.54405, 0.43026, -1.03992)
C (2.16173, 1.84134, -0.85306)
C (-2.30055, -0.44844, 0.42079)
C (-1.49938, -1.37642, 1.35923)
H (-2.92950, 0.28035, 0.92850)
H (0.20037, -2.12867, 0.80815)
H (1.56108, 2.53608, -1.43350)
H (3.16913, 1.88736, -1.24154)
H (-2.97281, -1.01200, -0.23591)
H (-1.89222, -2.36627, 1.15182)
H (-1.61526, -0.96525, 2.35622)
H (2.12136, -0.03741, -1.82523)
H (1.58977, -0.10410, -0.09526)
H (2.14846, 2.11647, 0.20164)
H (-1.68369, 0.09813, -0.30154)
H (0.48800, 0.50368, -1.28443)

## Properties
- HOMO-LUMO gap: 11.23 eV
- Structure (SMILES): CCO.CC
- Energy relative to the best compared isomer or geometry (same formula, charge and spin): 87.9 kJ/mol
- Highest occupied orbital energy: -10.2888 eV